Molecular formula: C15H25AlClINO2P
Method: DFT, ωB97M-V/def2-TZVPD

As for the LUMO energy (alpha / beta): -9.31 / -10.28 eV. The value obtained for the HOMO-LUMO gap (alpha / beta) is 0.1921 / 0.1716 Eh. As for the highest occupied orbital energy (alpha / beta): -0.5344 / -0.5495 Eh. Its total charge is +2. The calculation puts the electronic energy at -2132.8612 Ha. Its multiplicity is 1.

```
47
C15H25AlClINO2P ωB97M-V/def2-TZVPD
C -2.092 0.744 -4.070
C -1.748 -0.438 -3.229
H -2.988 0.467 -4.654
H -1.256 0.934 -4.764
H -2.316 1.656 -3.501
O -1.712 -1.577 -3.667
I -0.629 3.893 -0.700
Al -0.392 1.439 -0.915
P 1.422 -0.484 -2.606
C 1.270 -2.193 -1.953
C 1.267 -0.673 -4.421
H 3.560 0.631 -2.876
H 3.691 -1.129 -3.200
H 3.626 -0.517 -1.508
C 3.262 -0.368 -2.533
H 1.165 0.344 -4.828
H 2.178 -1.144 -4.812
H 1.911 -2.859 -2.547
H 0.226 -2.523 -1.999
H 0.380 -1.264 -4.675
H 1.606 -2.184 -0.906
C -1.410 -0.212 -1.730
O -1.627 -1.109 -0.923
Cl 1.738 1.376 -0.381
C -0.025 -1.485 3.481
N 0.777 -0.248 3.658
C 2.175 -0.562 4.056
C 0.718 0.656 2.428
C -0.699 1.083 2.184
C -1.482 1.441 3.306
C -2.864 1.603 3.183
C -3.451 1.507 1.922
C -2.653 1.238 0.801
C -1.271 1.086 0.904
H 0.417 -2.073 2.671
H -1.054 -1.214 3.242
H 0.013 -2.040 4.424
H 0.359 0.271 4.443
H 2.648 -1.141 3.257
H 2.713 0.381 4.204
H 2.149 -1.140 4.986
H 1.395 1.496 2.648
H 1.147 0.071 1.611
H -1.008 1.579 4.293
H -3.472 1.810 4.072
H -4.520 1.668 1.797
H -3.145 1.203 -0.172
```

These are the natural (NBO) partial charges, in e, on atoms 1 to 8: -0.736, 0.471, 0.294, 0.264, 0.229, -0.445, 0.234, 1.195

Molecular formula: C22H54O17PS7Tl
Method: DFT, ωB97M-V/def2-TZVPD

As for the LUMO energy: -3.50 eV. The value obtained for the HOMO-LUMO gap is 0.1664 Eh. As for the highest occupied orbital energy: -0.2948 Eh. Its total charge is 0. The calculation puts the electronic energy at -5450.5932 Ha. Its multiplicity is 1.

```
102
C22H54O17PS7Tl ωB97M-V/def2-TZVPD
Tl 9.633 0.206 19.160
P 10.181 3.155 20.255
O 10.323 4.589 20.790
O 9.959 2.087 21.310
O 11.355 2.501 19.440
O 8.918 2.900 19.327
C 9.413 4.794 15.640
C 9.806 5.405 16.992
C 11.317 5.648 17.151
O 11.393 7.038 16.971
C 10.214 7.582 16.837
O 10.058 8.802 16.653
O 9.290 6.684 16.864
H 8.329 4.693 15.674
H 9.795 3.789 15.462
H 9.682 5.539 14.891
H 9.441 4.840 17.849
H 11.935 5.116 16.428
H 11.614 5.388 18.166
C 6.044 5.611 18.419
C 6.155 4.821 19.730
C 6.852 5.570 20.899
O 5.993 5.306 22.000
C 4.797 4.958 21.548
O 3.763 4.903 22.229
O 4.871 4.751 20.247
H 7.012 5.803 17.956
H 5.501 6.548 18.544
H 5.515 5.090 17.621
H 6.588 3.838 19.549
H 6.954 6.649 20.783
H 7.849 5.145 21.011
C 6.553 2.483 17.015
S 7.440 1.371 15.831
O 8.382 0.590 16.687
C 6.074 0.322 15.308
H 5.615 2.805 16.563
H 7.077 3.386 17.329
H 6.326 1.922 17.922
H 6.458 -0.523 14.736
H 5.347 0.887 14.724
H 5.541 -0.020 16.196
C 4.607 1.399 20.193
S 5.970 0.281 20.766
O 6.825 0.163 19.514
C 6.730 1.575 21.855
H 3.845 0.936 19.566
H 5.078 2.282 19.761
H 4.073 1.802 21.054
H 7.077 2.504 21.404
H 7.619 1.086 22.252
H 6.159 1.788 22.759
C 7.374 -3.875 20.873
S 8.543 -2.925 21.949
O 8.687 -1.574 21.232
C 7.581 -2.651 23.455
H 7.090 -4.775 21.419
H 7.911 -4.200 19.982
H 6.529 -3.268 20.549
H 7.447 -3.665 23.831
H 6.635 -2.161 23.224
H 8.226 -2.071 24.115
C 11.359 -0.158 23.430
S 12.584 -0.581 22.084
O 11.722 -0.908 20.853
C 13.369 1.071 21.879
H 10.735 -1.030 23.625
H 10.675 0.477 22.866
H 11.784 0.307 24.319
H 12.579 1.773 21.609
H 14.089 1.037 21.062
H 13.785 1.388 22.835
C 8.379 -4.615 17.318
S 7.839 -2.860 16.964
O 8.066 -1.921 18.181
C 9.016 -2.496 15.639
H 9.369 -4.626 17.775
H 8.457 -5.199 16.401
H 7.612 -5.069 17.945
H 8.824 -1.507 15.223
H 8.722 -3.244 14.904
H 10.054 -2.491 15.972
C 12.601 2.180 16.701
S 12.161 0.512 15.887
O 11.040 -0.101 16.656
C 11.336 1.151 14.368
H 13.386 2.587 16.063
H 12.974 2.002 17.709
H 11.736 2.833 16.819
H 11.827 2.038 13.970
H 10.257 1.299 14.414
H 11.461 0.374 13.613
C 11.901 -4.604 19.472
S 12.067 -3.338 18.107
O 11.000 -2.310 18.461
C 13.700 -2.621 18.576
H 12.360 -5.572 19.275
H 10.857 -4.811 19.704
H 12.359 -4.030 20.278
H 13.599 -2.190 19.572
H 13.903 -1.728 17.985
H 14.487 -3.371 18.500
```

These are the Löwdin partial charges, in e, on atoms 1 to 8: 1.140, -0.042, -0.352, -0.255, -0.268, -0.302, 0.005, -0.308

Molecular formula: C23H39BrN9O4S5Ta
Method: DFT, ωB97M-V/def2-TZVPD

As for the LUMO energy: -5.76 eV. The value obtained for the HOMO-LUMO gap is 0.2831 Eh. As for the highest occupied orbital energy: -0.4950 Eh. Its total charge is +2. The calculation puts the electronic energy at -6315.3240 Ha. Its multiplicity is 1.

```
82
C23H39BrN9O4S5Ta ωB97M-V/def2-TZVPD
Ta -0.235 0.215 -0.808
S -2.097 1.177 -2.214
S -1.350 0.951 -4.125
S 0.416 0.168 -3.415
S -0.167 -1.537 -2.501
Br 3.737 -3.666 2.332
C 4.071 -3.051 0.572
C 5.026 -3.686 -0.211
C 5.256 -3.178 -1.477
C 4.534 -2.072 -1.911
C 3.597 -1.535 -1.052
N 3.368 -2.012 0.177
C 2.786 -0.347 -1.473
O 3.086 0.342 -2.413
O 1.717 -0.118 -0.705
H 5.569 -4.539 0.169
H 5.995 -3.638 -2.119
H 4.686 -1.632 -2.886
C 0.873 1.252 3.497
C 1.157 0.488 2.240
N 2.282 -0.179 2.154
O 0.280 0.505 1.328
H 1.755 1.368 4.123
H 0.112 0.715 4.067
H 0.471 2.232 3.245
H 2.919 -0.163 2.935
H 2.539 -0.770 1.350
C -3.889 2.149 1.466
S -2.333 1.321 1.712
C -2.919 -0.205 2.426
O -1.952 0.961 0.260
H -4.547 1.519 0.870
H -3.678 3.085 0.952
H -4.319 2.359 2.445
H -3.370 0.034 3.389
H -2.055 -0.851 2.566
H -3.641 -0.662 1.752
C 1.928 2.691 -0.166
N 2.346 4.069 -0.144
C 1.359 4.871 0.575
N 0.044 4.783 -0.063
C -0.381 3.408 -0.076
N 0.568 2.496 -0.819
C 0.723 3.092 -2.215
N 1.140 4.467 -2.186
C 2.439 4.565 -1.521
C 0.162 5.261 -1.446
H 1.867 2.327 0.857
H 2.650 2.105 -0.727
H 1.682 5.911 0.592
H 1.284 4.514 1.606
H -1.355 3.328 -0.558
H -0.436 3.047 0.953
H -0.240 3.013 -2.715
H 1.477 2.497 -2.732
H 2.762 5.605 -1.508
H 3.173 3.974 -2.070
H -0.810 5.189 -1.936
H 0.474 6.304 -1.437
C -4.152 -3.871 -1.237
C -4.204 -2.383 -1.520
N -3.115 -1.684 -0.819
C -2.148 -2.277 -0.093
N -1.003 -1.626 0.147
C -0.036 -2.345 0.992
C -0.020 -3.823 0.662
C -1.390 -4.392 0.942
N -2.421 -3.489 0.425
C -3.759 -4.050 0.217
H -3.413 -4.365 -1.871
H -5.121 -4.323 -1.441
H -5.154 -1.967 -1.178
H -4.114 -2.176 -2.587
H -2.879 -0.778 -1.204
H -0.268 -2.199 2.056
H 0.951 -1.937 0.810
H 0.732 -4.339 1.257
H 0.242 -3.951 -0.392
H -1.543 -4.531 2.016
H -1.519 -5.363 0.462
H -4.477 -3.553 0.876
H -3.722 -5.098 0.503
```

These are the Löwdin partial charges, in e, on atoms 1 to 8: 1.416, 0.194, 0.168, 0.127, 0.275, 0.788, -0.715, -0.066

Molecular formula: C5H9NO2
Method: DFT, ωB97M-V/def2-TZVPD

As for the LUMO energy: 0.14 eV. The value obtained for the HOMO-LUMO gap is 0.3190 Eh. As for the highest occupied orbital energy: -0.3139 Eh. Its total charge is 0. The calculation puts the electronic energy at -400.8348 Ha. Its multiplicity is 1.

```
17
C5H9NO2 ωB97M-V/def2-TZVPD
C -0.683 2.732 0.622
C -0.047 1.243 0.178
C 0.375 0.198 0.999
C 0.255 -1.899 -0.455
C 0.007 -1.164 -1.668
H -1.902 2.348 -0.182
H -1.109 3.239 1.854
H -0.116 3.552 0.146
H -0.195 1.144 -0.944
H 0.258 0.451 2.124
H 1.636 -2.791 1.378
H -0.283 -1.901 -2.394
H -0.686 -0.373 -1.491
H 0.840 -0.581 -2.358
N 0.804 -1.117 0.678
O 0.680 -1.907 1.848
O 0.164 -3.174 -0.335
```

These are the natural (NBO) partial charges, in e, on atoms 1 to 8: -0.608, -0.266, -0.071, 0.652, -0.745, 0.189, 0.245, 0.207

Molecular formula: C10H26F6N5OPdS2Sb
Method: DFT, ωB97M-V/def2-TZVPD

As for the LUMO energy (alpha / beta): -2.91 / -5.51 eV. The value obtained for the HOMO-LUMO gap (alpha / beta) is 0.3165 / 0.2567 Eh. As for the highest occupied orbital energy (alpha / beta): -0.4235 / -0.4594 Eh. Its total charge is +1. The calculation puts the electronic energy at -2509.2408 Ha. Its multiplicity is 4. Its expectation value of S² is 3.765.

```
52
C10H26F6N5OPdS2Sb ωB97M-V/def2-TZVPD
Pd -0.157 -0.374 0.420
N 0.694 -1.326 2.221
C -0.219 -1.836 3.266
C -1.126 -0.733 3.785
C -2.184 -0.289 2.791
N -1.635 0.578 1.719
H 1.239 -2.095 1.840
H 1.353 -0.656 2.605
H 0.356 -2.272 4.085
H -0.807 -2.636 2.814
H -0.528 0.124 4.118
H -1.635 -1.099 4.678
H -2.995 0.239 3.296
H -2.615 -1.157 2.294
H -1.295 1.456 2.099
H -2.377 0.807 1.061
F -2.256 -1.579 0.049
Sb -1.763 -3.278 -0.763
F -2.812 -4.157 0.504
F -0.319 -3.226 0.478
F -3.203 -3.085 -1.946
F -0.674 -2.223 -1.900
F -1.135 -4.850 -1.539
C -4.709 0.093 -1.500
O -3.474 0.741 -1.063
C -2.457 0.688 -1.860
S -2.311 0.039 -3.362
S -0.905 1.249 -1.414
H -5.454 0.397 -0.775
H -4.547 -0.983 -1.490
H -4.966 0.450 -2.495
C 2.451 0.599 -2.904
N 2.562 0.320 -1.468
C 2.354 -1.064 -1.086
C 2.277 1.284 -0.548
N 1.593 0.966 0.536
N 2.725 2.535 -0.796
C 3.980 2.780 -1.503
C 2.206 3.666 -0.049
H 1.613 0.035 -3.315
H 3.366 0.319 -3.425
H 2.258 1.657 -3.063
H 2.473 -1.712 -1.948
H 1.326 -1.223 -0.710
H 3.036 -1.364 -0.290
H 1.563 1.734 1.192
H 4.422 1.840 -1.818
H 4.678 3.282 -0.830
H 3.820 3.413 -2.376
H 2.710 3.798 0.914
H 1.134 3.562 0.113
H 2.368 4.565 -0.641
```

These are the natural (NBO) partial charges, in e, on atoms 1 to 8: 1.107, -0.822, -0.229, -0.428, -0.236, -0.798, 0.409, 0.388

Molecular formula: C6H8
Method: DFT, ωB97M-V/def2-TZVPD

As for the LUMO energy: 0.23 eV. The value obtained for the HOMO-LUMO gap is 0.3341 Eh. As for the highest occupied orbital energy: -0.3257 Eh. Its total charge is 0. The calculation puts the electronic energy at -233.1206 Ha. Its multiplicity is 1.

```
14
C6H8 ωB97M-V/def2-TZVPD
C -2.873 0.040 0.112
C -1.407 -0.205 -0.128
C -0.267 -0.385 -0.441
C 1.125 -0.414 -0.639
C 1.762 0.870 -0.089
C 2.032 -0.504 0.532
H -3.652 0.853 -1.103
H -3.403 -1.323 0.388
H -2.864 0.974 1.279
H 1.496 -0.967 -1.507
H 2.529 1.315 -0.657
H 1.028 1.550 0.452
H 1.453 -0.862 1.448
H 3.040 -0.942 0.354
```

These are the natural (NBO) partial charges, in e, on atoms 1 to 8: -0.686, -0.095, 0.003, -0.328, -0.387, -0.400, 0.236, 0.264

Molecular formula: C7H9BrINO
Method: DFT, ωB97M-V/def2-TZVPD

As for the LUMO energy: 0.10 eV. The value obtained for the HOMO-LUMO gap is 0.3436 Eh. As for the highest occupied orbital energy: -0.3398 Eh. Its total charge is 0. The SMILES is CC(C)(C)c1noc(I)c1Br. The calculation puts the electronic energy at -3273.7362 Ha. Its multiplicity is 1.

```
20
C7H9BrINO ωB97M-V/def2-TZVPD
C 1.190 -0.925 0.749
C -0.041 -0.656 -0.105
C 0.507 -0.737 -1.598
C -1.010 -1.817 0.137
C -0.605 0.662 0.276
N -1.788 0.890 0.805
O -1.866 2.235 1.028
C -0.723 2.884 0.684
I -0.158 4.841 0.926
C 0.082 1.903 0.120
Br 1.741 2.342 -0.678
H 1.884 -1.735 0.411
H 1.858 -0.159 0.843
H 0.743 -1.328 1.590
H 0.567 -1.822 -1.815
H -0.143 -0.213 -2.491
H 1.420 -0.150 -1.648
H -0.326 -2.648 0.277
H -1.556 -1.616 1.066
H -1.777 -1.952 -0.575
```

These are the natural (NBO) partial charges, in e, on atoms 1 to 8: -0.601, -0.094, -0.601, -0.605, 0.142, -0.104, -0.291, 0.098

Molecular formula: C26H35Cl2F2N2O
Method: DFT, ωB97M-V/def2-TZVPD

As for the LUMO energy (alpha / beta): 0.53 / 0.03 eV. The value obtained for the HOMO-LUMO gap (alpha / beta) is 0.3316 / 0.3289 Eh. As for the highest occupied orbital energy (alpha / beta): -0.3123 / -0.3277 Eh. Its total charge is 0. The calculation puts the electronic energy at -2316.4148 Ha. Its multiplicity is 2. Its expectation value of S² is 0.754.

```
68
C26H35Cl2F2N2O ωB97M-V/def2-TZVPD
C 3.194 -0.971 1.247
C 1.735 -1.595 0.972
N 0.780 -1.054 1.949
C -0.127 -0.006 1.459
C 0.654 1.359 1.424
Cl 0.686 2.349 2.970
C 1.375 1.920 0.389
C 1.514 1.210 -0.993
Cl 2.239 3.495 0.602
C -1.205 0.180 2.659
C -2.353 -0.916 2.660
C -3.760 -0.190 2.398
C -2.469 -1.494 4.158
N -2.113 -2.080 1.789
O -2.983 -3.027 1.935
C -1.866 -1.724 0.374
C -1.026 -2.954 -0.233
C -3.183 -1.635 -0.529
C -1.013 -0.366 0.198
H 3.097 -0.371 2.193
H 3.908 -1.817 1.498
H 3.607 -0.396 0.378
H 1.851 -2.700 1.214
H 1.427 -1.554 -0.105
H 0.317 -1.759 2.517
H 2.109 1.908 -1.662
H 2.073 0.242 -0.993
H 0.496 1.151 -1.476
H -1.736 1.173 2.546
H -0.690 0.095 3.662
H -4.608 -0.915 2.526
H -3.811 0.689 3.103
H -3.714 0.249 1.361
H -3.423 -2.066 4.276
H -1.541 -2.074 4.406
H -2.492 -0.570 4.816
H -0.572 -2.718 -1.231
H -1.779 -3.789 -0.379
H -0.271 -3.355 0.499
H -4.136 -1.794 0.039
H -3.226 -0.596 -0.962
H -3.093 -2.376 -1.378
H -0.426 -0.562 -0.750
H -1.702 0.519 0.022
F 4.861 0.831 -0.675
C 6.191 0.749 -0.858
C 7.040 1.099 0.178
C 8.414 1.010 -0.009
C 8.922 0.583 -1.231
C 8.059 0.239 -2.265
C 6.684 0.317 -2.077
H 6.625 1.438 1.120
H 9.088 1.275 0.797
H 9.995 0.518 -1.377
H 8.456 -0.090 -3.218
H 5.996 0.044 -2.868
F -5.135 1.466 -0.595
C -5.154 1.685 -1.921
C -3.964 1.924 -2.587
C -3.983 2.145 -3.959
C -5.193 2.136 -4.647
C -6.382 1.901 -3.966
C -6.363 1.668 -2.596
H -3.033 1.935 -2.034
H -3.057 2.325 -4.492
H -5.207 2.314 -5.716
H -7.323 1.898 -4.501
H -7.279 1.474 -2.050
```

These are the natural (NBO) partial charges, in e, on atoms 1 to 8: -0.648, -0.233, -0.665, 0.078, 0.009, -0.039, -0.015, -0.674

| no. | largest force on an atom (eV/A) |
| --- | --- |
| 1 | 3.0 |
| 2 | 5.4 |
| 3 | 0.2 |
| 4 | 6.7 |
| 5 | 0.7 |
| 6 | 5.0 |
| 7 | 3.2 |
| 8 | 2.9 |